# 1
92
Properties=species:S:1:pos:R:3:forces:R:3 method="wB97M-V/def2-TZVPD" largest_force_ev_per_a=3.67 e_lumo_ev=-11.033 homo_lumo_gap_ha=0.07862 total_charge=+2
In -13.747602 -11.659340 6.489371 1.94 -3.11 -0.07
Na -14.556396 -11.652319 2.282448 -0.11 -0.37 -0.25
Na -15.309280 -15.714886 6.388328 -0.12 -0.08 0.27
Na -17.547511 -12.088881 4.805138 0.01 -0.54 -0.23
Na -12.622300 -15.291354 4.321813 0.39 -0.07 -0.07
P -15.176516 -13.793732 4.161442 0.67 -0.27 -1.84
O -15.022510 -15.346744 4.015445 1.34 2.71 0.16
O -15.645996 -13.481580 5.569978 -0.46 1.26 1.96
O -16.119307 -13.035144 3.172243 0.54 -0.53 0.88
O -13.767337 -13.101588 3.918983 0.09 0.42 0.85
S -12.388952 -14.724351 7.448794 0.36 -0.76 -2.52
O -12.376739 -16.045505 6.852807 -0.63 -1.36 0.90
O -11.922079 -13.894447 6.275496 0.60 2.64 -0.88
O -13.759750 -14.214401 7.597735 -1.60 0.55 0.87
O -11.530146 -14.458927 8.575337 0.14 0.11 0.56
C -14.678047 -15.845579 -1.095841 -0.58 -1.00 -0.52
C -14.979749 -16.503410 0.260735 0.31 1.54 0.37
C -13.903836 -17.478097 0.722298 0.09 -1.79 -1.33
O -13.782587 -18.445314 -0.312393 0.56 0.24 0.14
C -12.698423 -19.398303 -0.177115 -1.02 1.25 -0.63
N -14.862095 -15.380611 1.204928 0.77 0.46 1.43
H -15.288248 -14.942975 -1.139749 0.52 0.37 0.03
H -14.974260 -16.380350 -2.001109 -0.09 -0.53 0.35
H -13.601507 -15.718145 -1.212090 -0.04 0.59 0.20
H -16.009921 -16.861441 0.334297 0.26 -0.70 -0.35
H -14.103024 -18.051988 1.636931 -0.39 0.57 0.37
H -12.915907 -17.012703 0.823035 -0.20 0.53 0.21
H -11.779554 -19.001633 0.263832 -0.24 0.28 0.41
H -12.455760 -19.538354 -1.228021 0.05 -1.06 0.16
H -13.106111 -20.228607 0.393611 0.49 -0.46 -0.26
H -14.735902 -15.712924 2.167157 -0.21 0.01 -0.56
H -15.651762 -14.750677 1.281635 -0.29 -0.24 -0.49
C -16.258453 -18.822911 4.684728 0.31 0.56 0.56
C -17.409111 -17.908307 4.287251 0.71 -0.15 -0.52
C -18.775398 -18.430122 4.732199 0.12 0.36 0.67
O -18.984708 -19.775306 4.365387 -0.19 0.35 0.03
C -19.666961 -19.888025 3.139692 0.09 -0.11 -1.01
N -17.156470 -16.526767 4.716730 -0.94 0.10 0.22
H -16.432561 -19.798593 4.239126 0.43 -0.04 0.02
H -16.059449 -18.934894 5.756075 -0.78 -0.15 0.19
H -15.321423 -18.340467 4.384099 0.01 -0.37 -0.72
H -17.338825 -17.893182 3.190083 -0.48 -0.30 -0.12
H -19.572695 -17.752486 4.407895 -0.09 -0.16 -0.50
H -18.842969 -18.349273 5.820350 0.28 -0.30 0.13
H -19.731594 -20.922334 2.803816 0.05 -0.16 0.56
H -19.116079 -19.397376 2.327160 -0.03 0.28 0.08
H -20.681227 -19.482338 3.169749 0.01 0.09 0.20
H -17.793363 -15.942424 4.172045 -0.46 0.00 0.48
H -16.283505 -16.179586 4.304200 -0.13 -0.76 0.10
C -10.271211 -13.659267 0.263705 -0.23 -0.41 0.93
C -10.978692 -14.720550 1.202511 0.74 1.68 -0.43
C -10.069987 -15.017906 2.416100 -0.34 -0.38 -0.59
O -10.544294 -16.176013 3.075458 -0.51 0.52 -0.38
C -9.698173 -16.596029 4.131778 -0.31 -0.73 -0.27
N -12.149069 -14.053135 1.715771 -0.38 -0.78 0.43
H -10.056694 -12.795438 0.901421 0.42 -0.04 0.03
H -10.944243 -13.249225 -0.487361 -0.06 -0.50 -0.20
H -9.350656 -14.038506 -0.175370 -0.02 0.06 -0.08
H -11.249891 -15.604599 0.631788 0.01 -0.16 0.24
H -10.180242 -14.187253 3.120601 0.37 0.28 -0.15
H -9.027092 -15.114312 2.102997 0.06 -0.16 0.11
H -9.481915 -15.770951 4.817351 0.10 -0.16 0.07
H -8.798931 -17.050774 3.706717 0.17 0.25 0.26
H -10.282461 -17.389466 4.601025 0.35 0.13 0.43
H -13.069670 -14.310960 1.348902 -0.11 0.12 -0.04
H -11.938543 -13.103152 1.977087 -0.41 0.07 -0.01
C -9.622475 -11.035764 9.009210 0.10 -0.32 -0.30
C -10.710862 -10.808765 7.947133 0.85 -0.82 0.20
C -10.081554 -11.169635 6.612899 -0.19 1.02 -0.24
O -11.030146 -10.999835 5.577920 -1.37 -0.09 0.17
C -10.619015 -11.461618 4.314906 0.36 0.54 -0.64
N -11.874198 -11.650118 8.272136 -0.29 0.11 0.67
H -9.853532 -10.500982 9.927502 0.14 -0.08 0.07
H -8.674851 -10.695810 8.585787 0.00 0.25 0.29
H -9.485947 -12.103128 9.192438 -0.11 0.00 0.19
H -10.972075 -9.754162 8.035170 -0.33 -0.05 -0.53
H -9.652861 -12.171196 6.543803 -0.06 -0.09 0.42
H -9.303333 -10.408876 6.499134 0.27 -0.23 -0.33
H -10.262800 -12.492295 4.321479 -0.05 0.01 0.22
H -9.847500 -10.791046 3.922926 0.26 -0.19 0.09
H -11.444164 -11.361053 3.607304 -0.22 -0.18 0.28
H -11.645920 -12.650531 8.322073 0.37 -0.49 -1.06
H -11.931143 -11.595067 9.296048 -1.27 0.92 -0.03
C -19.818696 -14.512914 1.982964 0.59 -1.38 -0.19
C -18.613630 -14.019453 1.139950 -2.13 0.58 0.05
O -18.133142 -12.768145 1.593451 1.08 -0.29 0.75
H -19.528170 -15.463859 2.445167 -0.15 0.07 0.31
H -20.629708 -14.798465 1.313214 -0.20 0.26 0.15
H -20.188849 -13.857407 2.767786 0.13 0.33 -0.22
H -19.059502 -13.831612 0.161909 0.64 -0.13 -0.25
H -17.869629 -14.817057 1.092759 0.28 0.26 -0.11
H -17.414319 -12.982871 2.243330 -0.59 0.30 -0.79

# 2
80
Properties=species:S:1:pos:R:3:forces:R:3 method="wB97M-V/def2-TZVPD" largest_force_ev_per_a=4.92 e_lumo_ev="0.328 / 0.331" homo_lumo_gap_ha="0.29865 / 0.31026" multiplicity=2
O 0.024821 -0.188545 -0.139846 0.06 -2.37 0.35
V -0.021586 -1.807299 -0.188164 -0.26 4.91 -0.15
O 1.081999 -1.861958 -1.918363 -0.81 -1.25 0.68
H 1.780068 -1.285471 -2.232492 -0.18 0.21 0.42
C -0.449053 -2.138479 3.981449 -0.04 -0.26 0.20
C -1.412935 -2.548717 2.869153 0.15 -0.13 -0.32
O -1.046871 -2.042659 1.642721 0.66 0.04 -1.86
H -0.565457 -1.071634 4.174877 0.27 0.04 -0.08
H 0.583284 -2.378230 3.712107 0.01 0.21 -0.13
H -0.642912 -2.661864 4.923805 -0.20 -0.01 -0.06
H -2.410179 -2.171579 3.152241 -0.05 -0.15 -0.04
H -1.495421 -3.652525 2.822500 -0.02 -0.05 0.24
C 1.673068 -5.805626 0.763766 -0.02 0.15 0.26
C 1.111054 -4.387581 0.862873 -0.30 -0.26 -0.18
C 2.249315 -3.398331 1.029667 0.23 0.09 0.13
O 1.817910 -2.053149 0.886030 -0.56 -0.85 0.18
C 2.816228 -1.110612 1.189173 0.57 0.84 -0.49
N 0.302700 -4.050925 -0.351045 1.08 -0.47 0.16
H 2.200133 -5.962889 -0.178997 -0.12 0.01 -0.08
H 0.843940 -6.506545 0.860170 0.13 -0.18 -0.13
H 2.390107 -6.017673 1.559360 -0.10 0.03 0.10
H 0.418951 -4.331256 1.704500 0.14 0.20 0.08
H 3.043539 -3.602247 0.298766 -0.07 0.04 -0.10
H 2.687202 -3.514965 2.026345 -0.03 -0.09 0.02
H 3.704400 -1.261709 0.563099 -0.05 -0.25 0.07
H 3.106940 -1.127567 2.240780 -0.14 -0.23 0.05
H 2.446620 -0.118225 0.947850 -0.25 -0.08 0.11
H 0.957988 -4.138447 -1.132974 -0.25 0.41 -0.22
H -0.369325 -4.798624 -0.496038 -0.24 0.18 0.18
C 3.539731 4.495473 2.211043 0.16 -0.02 0.07
C 2.739482 3.757532 1.146363 0.60 0.25 -0.38
C 1.622809 2.934610 1.748220 -0.35 -0.02 -0.03
O 2.206593 1.810002 2.382434 -0.06 -0.01 -0.04
C 1.271711 1.117878 3.153696 -0.25 -1.35 1.20
N 2.205677 4.707127 0.172056 -0.68 -0.01 -0.08
H 4.472414 4.886084 1.798024 0.01 -0.05 -0.02
H 3.788533 3.820819 3.031890 0.04 0.01 -0.02
H 2.989525 5.351108 2.605635 -0.18 -0.09 -0.03
H 3.415275 3.047966 0.645904 -0.04 -0.15 0.18
H 0.907948 2.609769 0.977192 0.12 -0.08 -0.04
H 1.040418 3.510479 2.481916 0.14 0.12 0.01
H 1.701389 0.231233 3.640791 0.68 0.23 -0.36
H 0.443331 0.644719 2.610259 -0.16 0.70 -0.35
H 0.936375 1.680448 4.034413 -0.35 0.43 -0.41
H 1.511711 4.261019 -0.423164 0.00 0.00 0.03
H 2.901630 5.080523 -0.459192 0.27 0.01 0.26
C -1.025098 6.556273 -1.274170 0.05 0.73 0.26
C -1.657858 5.413184 -0.505454 0.29 -0.18 0.52
C -1.544301 4.069053 -1.221469 0.35 0.18 -0.03
O -0.174304 3.772897 -1.459132 -0.32 -0.04 -0.13
C -0.019912 2.493448 -2.051007 0.56 0.02 0.18
N -1.058456 5.377978 0.843234 -0.04 -0.12 -0.29
H -1.604812 6.852755 -2.148765 0.11 -0.24 -0.16
H 0.017602 6.377371 -1.535658 -0.09 -0.31 -0.19
H -0.989468 7.432324 -0.619994 -0.17 -0.07 0.01
H -2.719458 5.628862 -0.356392 -0.06 -0.07 -0.16
H -2.057153 4.082136 -2.192105 -0.20 0.00 0.08
H -1.966448 3.284892 -0.580994 -0.17 -0.05 -0.10
H 1.036551 2.397186 -2.308852 -0.04 0.02 -0.09
H -0.611900 2.396824 -2.966523 -0.09 0.00 0.04
H -0.237889 1.692327 -1.340078 -0.25 0.00 -0.10
H -0.058107 5.219870 0.745324 0.05 0.12 0.09
H -1.424856 4.585573 1.361548 -0.01 0.02 0.01
C -3.146308 -3.368938 -0.772199 0.07 -0.47 0.34
C -2.362407 -2.929531 -1.992033 -0.16 0.61 0.07
C -3.203301 -2.910423 -3.259477 0.23 -0.04 0.03
O -2.356672 -2.517988 -4.317887 0.10 -0.17 0.02
C -3.017108 -2.462818 -5.553724 -0.22 0.32 -0.44
N -1.755087 -1.584242 -1.734140 -0.04 -1.59 -0.17
H -2.474986 -3.571294 0.066713 0.03 0.05 -0.07
H -3.712689 -4.281249 -0.976924 -0.02 0.06 -0.02
H -3.832352 -2.614319 -0.384114 -0.06 0.13 -0.31
H -1.527608 -3.606341 -2.186443 0.00 -0.02 0.02
H -4.043171 -2.206407 -3.169193 -0.07 -0.04 0.07
H -3.597632 -3.917544 -3.447862 -0.12 0.05 -0.01
H -2.288122 -2.300196 -6.346355 0.16 -0.02 0.17
H -3.720031 -1.619835 -5.588715 -0.08 -0.10 0.07
H -3.561531 -3.383797 -5.789577 0.00 -0.05 0.17
H -1.284147 -1.363903 -2.611971 0.38 0.30 0.31
H -2.542076 -0.945576 -1.656423 0.26 0.27 0.43